Entry 1:
This record from the OMol25 dataset describes one molecule with the formula C4H8N2. The level of theory is wB97M-V/def2-TZVPD.

The geometry in XYZ format:
```
14
Properties=species:S:1:pos:R:3:forces:R:3:lowdin_charge:R:1
C 1.461 1.303 0.009 0.44 -0.19 0.43 -0.113
C 1.128 -0.188 0.020 0.72 -0.04 -0.03 -0.453
C 2.158 -1.164 -0.032 -0.92 0.51 0.13 0.071
C -0.209 -0.544 0.034 -0.13 0.17 0.05 -0.095
H 1.145 1.784 -0.927 0.14 0.01 0.08 0.069
H 2.564 1.370 0.112 -0.74 0.15 -0.18 0.074
H 0.996 1.866 0.853 0.23 -0.39 -0.45 0.077
H -1.026 1.316 -0.239 -0.19 -1.11 0.39 0.152
H 1.649 -2.146 0.028 0.03 -0.03 -0.06 -0.035
H -0.562 -1.563 0.079 0.31 -0.37 0.09 0.124
H -2.677 -0.824 -0.712 -0.12 1.14 1.19 0.107
H -2.848 -0.333 0.947 0.42 0.37 -1.84 0.116
N -1.217 0.322 -0.015 0.64 1.58 -0.33 -0.096
N -2.564 -0.024 -0.032 -0.84 -1.80 0.53 0.003
```
Positions in Å, forces in eV/Å.

- energy above the lowest of the compared OMol25 structures with the same formula, charge and spin (kJ/mol) = 442.1
- LUMO level (eV) = 0.121
- charge = 0
- molecular weight (u) = 84.12
- E_tot (Eh) = -266.5536
- Kohn-Sham gap (eV) = 7.7

Entry 2:
This record from the OMol25 dataset describes one molecule with the formula C8H6N2O. The level of theory is wB97M-V/def2-TZVPD.

The geometry in XYZ format:
```
17
Properties=species:S:1:pos:R:3:forces:R:3:lowdin_charge:R:1
C 2.372 1.035 0.323 -0.72 -1.17 -0.95 -0.092
C 3.025 -0.172 0.028 2.57 0.30 0.89 -0.084
C 2.265 -1.266 -0.373 -1.08 -2.13 -1.20 -0.138
C 0.294 -0.150 -0.111 -0.18 0.23 0.32 -0.243
C 0.988 1.014 0.236 -1.79 3.75 0.87 -0.037
C -1.190 -0.096 -0.102 -3.25 2.94 -2.39 -0.276
C -3.296 0.394 -0.425 -1.39 1.80 -1.39 -0.147
C -3.256 -0.674 0.409 -0.63 0.28 1.00 -0.116
H 2.916 1.954 0.455 0.09 0.05 0.44 0.100
H 4.205 -0.178 0.234 -2.87 -0.42 -0.95 0.148
H 2.585 -2.284 -0.794 0.59 1.84 1.08 0.129
H 0.346 2.091 0.480 1.87 -3.53 -0.83 0.190
H -4.258 0.973 -0.820 2.50 -1.49 0.93 0.144
H -3.964 -1.244 1.104 1.18 1.01 -1.56 0.148
N 0.899 -1.286 -0.458 1.01 1.13 0.60 0.114
N -1.991 0.802 -0.799 0.87 -2.76 2.19 0.120
O -1.941 -0.911 0.615 1.24 -1.83 0.95 0.040
```
Positions in Å, forces in eV/Å.

- energy above the lowest of the compared OMol25 structures with the same formula, charge and spin (kJ/mol) = 250.0
- LUMO level (eV) = 0.478
- charge = 0
- molecular weight (u) = 146.15
- SMILES string = c1ccc(-c2ncco2)nc1
- E_tot (Eh) = -493.1287
- Kohn-Sham gap (eV) = 9.6

Entry 3:
This record from the OMol25 dataset describes C21H25GeNNiO6 as an isolated structure. The level of theory is wB97M-V/def2-TZVPD.

The geometry in XYZ format:
```
55
Properties=species:S:1:pos:R:3:forces:R:3:lowdin_charge:R:1
Ni 2.258 -0.384 1.484 -0.33 -0.72 0.48 0.478
O 3.189 0.976 0.427 0.41 0.38 -0.08 -0.088
C 2.837 2.114 0.102 0.14 0.08 -0.08 -0.200
C 1.527 2.663 -0.011 -0.40 -0.12 0.14 -0.112
C 1.440 4.036 -0.005 0.09 0.16 0.03 0.043
C 0.221 4.712 0.060 0.05 -0.45 -0.02 -0.203
C -0.990 3.936 0.093 -0.04 0.12 -0.01 -0.020
C -0.955 2.596 0.055 0.00 0.01 0.09 0.003
C 0.297 1.805 -0.026 0.21 -0.28 -0.47 -0.287
O 0.337 0.770 1.004 -0.18 -0.01 0.19 -0.107
N 0.184 6.092 0.153 0.06 0.47 -0.11 -0.404
O -0.910 6.665 0.301 -0.03 -0.08 -0.01 -0.039
O 1.239 6.752 0.079 -0.02 -0.10 0.04 -0.044
H 3.643 2.852 -0.077 -0.01 -0.02 -0.06 0.123
H 2.348 4.627 -0.003 0.01 -0.01 0.00 0.115
H -1.930 4.470 0.124 -0.01 -0.02 0.02 0.100
H -1.881 2.032 0.050 -0.01 -0.01 0.04 0.109
C 2.200 -3.878 5.284 0.02 0.15 -0.26 -0.263
Ge 2.164 -3.391 3.325 -0.05 0.01 -0.05 0.643
C 0.822 -4.691 2.594 0.16 0.09 0.05 -0.262
C 3.890 -4.088 2.621 -0.09 0.08 0.02 -0.267
C 1.817 -1.575 2.857 0.26 -0.03 0.24 -0.397
H 2.501 -4.922 5.411 -0.01 -0.01 -0.03 -0.011
H 1.212 -3.749 5.731 0.00 0.02 -0.02 -0.008
H 2.905 -3.246 5.829 -0.01 0.01 -0.02 -0.009
H 1.101 -5.724 2.824 -0.01 0.00 0.01 -0.010
H 0.767 -4.574 1.510 -0.01 0.00 0.00 -0.002
H -0.172 -4.496 3.003 0.01 0.02 0.01 -0.005
H 4.018 -5.150 2.847 -0.03 0.00 0.01 -0.007
H 4.733 -3.537 3.041 -0.02 0.02 0.01 -0.004
H 3.913 -3.958 1.536 0.00 0.00 0.00 -0.001
H 1.039 -1.164 3.518 -0.01 -0.07 0.01 -0.106
C -4.604 -0.677 -4.073 0.10 0.04 0.04 -0.072
C -3.376 -0.298 -3.284 -0.08 -0.01 -0.02 -0.297
C -3.147 -0.804 -2.018 -0.03 -0.01 -0.06 -0.040
C -2.004 -0.505 -1.274 0.08 0.12 -0.10 -0.179
C -1.986 -1.125 0.106 0.15 0.05 0.02 -0.045
C -1.007 0.331 -1.835 -0.06 -0.17 -0.10 -0.014
C -1.276 0.907 -3.099 -0.04 0.05 0.08 -0.186
C -0.414 1.959 -3.768 0.07 -0.05 0.19 -0.044
C -2.438 0.580 -3.792 0.01 -0.03 0.01 -0.042
C 0.375 0.664 -1.190 0.06 0.42 0.45 -0.473
O 1.371 0.673 -1.952 -0.11 -0.14 -0.27 -0.049
O 0.590 -0.326 0.074 -0.46 0.00 -0.43 -0.154
H -5.260 -1.318 -3.482 -0.03 0.01 -0.02 0.063
H -4.330 -1.219 -4.982 -0.04 -0.01 -0.01 0.070
H -5.167 0.210 -4.375 -0.03 -0.02 -0.01 0.069
H -3.890 -1.464 -1.580 0.02 -0.01 0.01 0.099
H -2.979 -1.520 0.335 0.02 0.00 -0.04 0.065
H -1.715 -0.408 0.876 0.08 0.03 0.04 0.071
H -1.261 -1.933 0.173 0.05 -0.02 0.05 0.082
H 0.540 2.057 -3.268 0.08 0.06 -0.02 0.059
H -0.941 2.918 -3.753 0.00 -0.02 0.00 0.079
H -0.235 1.690 -4.812 -0.01 0.00 0.00 0.072
H -2.611 1.037 -4.765 0.03 0.01 0.00 0.110
```
Positions in Å, forces in eV/Å.

- multiplicity = 3
- LUMO level (spin up / spin down) (eV) = 4.478 / 4.477
- charge = -2
- molecular weight (u) = 518.74
- ⟨S²⟩ = 2.03
- E_tot (Eh) = -4906.3688
- Kohn-Sham gap (spin up / spin down) (eV) = 5.2 / 5.4